(1)
2 unconnected molecules or ions with the total composition C2H5O3, computed with ωB97M-V/def2-TZVPD.

Last column: Mulliken charge in e.
Element x y z (Å)
C  -1.01880  1.30877  -0.23667  -0.36
O  -1.27836  0.67886  1.03340  -0.58
H  -1.85137  1.06644  -0.89955  0.16
H  -0.96349  2.36419  0.01573  0.17
H  -0.10416  0.88842  -0.65307  0.18
O  2.16794  -2.57796  0.17252  -0.61
C  1.48156  -1.58480  -0.07835  0.02
O  0.83811  -0.80007  0.66275  -0.64
H  1.35168  -1.30943  -1.17492  0.17
H  -0.62313  -0.03441  1.15816  0.48

Calculated values
Net charge: -1
Orbital gap in eV: 8.6
Energy above the lowest of the compared OMol25 structures with the same formula, charge and spin in eV: 0.953
F_max in eV/Å: 1.92
Electronic energy in a.u.: -304.97247
LUMO in eV: 4.24


(2)
A molecular structure, C2H5O3, computed with ωB97M-V/def2-TZVPD.

Last column: Löwdin spin population.
Element x y z (Å)
O  0.48474  0.12341  3.64035  0.03
H  1.17129  -0.01541  4.31087  0.00
H  -0.51183  -0.47086  3.90004  0.04
C  -1.76426  -1.03917  3.93392  0.21
C  -2.84816  0.00554  3.73954  0.07
O  -4.02552  -0.09432  4.07716  0.31
O  -2.24010  -1.12983  2.69904  0.33
H  -1.98214  -1.83583  4.64193  0.00
H  -2.32414  0.97529  3.55338  0.00
H  0.85803  -0.20851  2.81424  0.00

Calculated values
Orbital gap (alpha / beta) in eV: 8.2 / 7.6
2S+1: 2
Energy above the lowest of the compared OMol25 structures with the same formula, charge and spin in eV: 3.447
F_max in eV/Å: 4.61
Electronic energy in a.u.: -304.73734
LUMO (alpha / beta) in eV: -0.21 / -0.89


(3)
A molecular structure, C2H5O4P, computed with ωB97M-V/def2-TZVPD.

Last column: Mulliken charge in e.
Element x y z (Å)
C  1.03476  -0.67170  1.02113  -0.33
C  -0.55573  -0.69059  -0.02097  -0.93
O  0.64656  1.53216  -1.13917  -0.63
O  -1.49077  0.60127  -2.22273  -0.85
O  -1.53420  1.91975  0.02070  -0.81
O  2.05970  -0.48235  0.32526  -0.80
P  -0.90032  0.89261  -0.84978  0.93
H  0.85070  -1.66221  1.57603  0.23
H  0.90012  -0.03298  1.87921  0.24
H  -0.60624  -1.47152  -0.70292  0.35
H  -1.30723  -0.67498  0.78788  0.24
H  0.90265  0.74055  -0.67464  0.38

Calculated values
Net charge: -2
Orbital gap in eV: 6.7
Energy above the lowest of the compared OMol25 structures with the same formula, charge and spin in eV: 0.000
F_max in eV/Å: 4.79
Electronic energy in a.u.: -721.51042
LUMO in eV: 7.29


(4)
2 unconnected molecules or ions with the total composition C2H5O6P, computed with ωB97M-V/def2-TZVPD.

Last column: Löwdin spin population.
Element x y z (Å)
C  1.46700  0.85267  0.33959  0.01
C  -0.04442  -0.62801  -0.87520  0.65
O  -2.61126  -0.51046  -0.42946  0.07
O  -1.41596  -0.13570  1.69319  0.02
O  -1.25482  1.61107  -0.26615  0.09
O  1.11220  2.12584  0.13280  0.01
O  0.34138  -2.69961  -0.19007  0.82
O  1.14712  -0.00684  -0.81569  0.23
P  -1.45155  0.11997  0.21272  0.07
H  0.96410  0.34010  1.13018  0.00
H  2.52543  0.79675  0.53923  0.00
H  -0.39507  -1.04413  -1.83803  0.02
H  0.03386  1.96331  -0.00634  0.00
H  -0.41802  -2.78495  0.37322  0.02

Calculated values
Net charge: -2
Orbital gap (alpha / beta) in eV: 4.5 / 5.4
2S+1: 3
F_max in eV/Å: 3.02
Electronic energy in a.u.: -871.88286
LUMO (alpha / beta) in eV: 6.75 / 5.19


(5)
4 unconnected molecules or ions with the total composition C2H5OP, computed with ωB97M-V/def2-TZVPD.

Last column: Mulliken charge in e.
Element x y z (Å)
C  1.96448  2.00497  -0.76590  0.10
C  0.41749  -0.79175  1.33122  -0.49
O  1.19350  1.79718  -1.57877  -0.11
P  -0.89489  -0.55231  0.35336  -0.01
H  0.29795  -0.81656  2.40970  0.24
H  -1.46539  -0.34111  -1.73935  0.00
H  1.37835  -1.11529  0.94737  0.28
H  -0.89796  0.11780  -2.24145  -0.03
H  -1.99352  -0.30293  1.28383  0.02

Calculated values
Orbital gap in eV: 9.3
Energy above the lowest of the compared OMol25 structures with the same formula, charge and spin in eV: 3.251
F_max in eV/Å: 4.13
Electronic energy in a.u.: -495.66106
LUMO in eV: 0.05


(6)
C2H5OP in the gas phase, computed with ωB97M-V/def2-TZVPD.

Last column: Mulliken charge in e.
Element x y z (Å)
C  0.75375  -0.06154  1.01037  -0.88
C  0.01593  0.04495  -0.41764  -0.85
P  -1.68136  0.04033  -1.51498  0.38
O  -2.76269  -0.60808  -0.88057  -0.37
H  1.87605  0.14456  0.65694  0.24
H  0.28949  0.61132  1.65528  0.30
H  0.63402  -0.96257  1.41611  0.34
H  0.30642  1.09001  -0.66412  0.39
H  0.56838  -0.29896  -1.26138  0.45

Calculated values
SMILES: CCP=O
Orbital gap in eV: 8.8
Energy above the lowest of the compared OMol25 structures with the same formula, charge and spin in eV: 1.584
F_max in eV/Å: 5.84
Electronic energy in a.u.: -495.72230
LUMO in eV: -0.28


(7)
C2H5OP in the gas phase, computed with ωB97M-V/def2-TZVPD.

Last column: Mulliken charge in e.
Element x y z (Å)
O  -1.13851  1.16954  0.22135  -0.50
C  -0.11409  0.60489  -0.49545  -0.31
C  0.01875  -0.89706  -0.33491  -0.54
P  1.46311  -0.00561  0.31492  0.06
H  -0.84854  0.93959  1.12716  0.35
H  0.00623  1.04254  -1.44799  0.45
H  -0.76881  -1.43098  0.22074  0.27
H  0.27657  -1.51415  -1.18833  0.27
H  1.10532  0.09124  1.58252  -0.06

Calculated values
SMILES: O[C@@H]1CP1
Orbital gap in eV: 10.1
Energy above the lowest of the compared OMol25 structures with the same formula, charge and spin in eV: 1.436
F_max in eV/Å: 2.64
Electronic energy in a.u.: -495.72777
LUMO in eV: 1.08


(8)
2 unconnected molecules or ions with the total composition C2H5OPS, computed with ωB97M-V/def2-TZVPD.

Last column: Mulliken charge in e.
Element x y z (Å)
C  -0.11090  1.55709  0.14328  0.06
C  1.22582  -0.91047  -0.05899  -0.67
O  0.47859  1.78857  -0.87550  -0.40
P  0.47169  0.21400  1.27620  0.19
S  -2.72819  -0.87666  0.69407  -0.37
H  -0.93967  2.24348  0.50680  0.34
H  1.56224  -0.17371  -0.90479  0.27
H  0.30754  -1.29969  -0.41257  0.15
H  1.98491  -1.66297  0.16449  0.34
H  -2.25203  -0.87964  -0.53299  0.09

Calculated values
Orbital gap (alpha / beta) in eV: 6.0 / 6.0
Energy above the lowest of the compared OMol25 structures with the same formula, charge and spin in eV: 3.420
F_max in eV/Å: 3.11
Electronic energy in a.u.: -893.84712
LUMO (alpha / beta) in eV: -2.97 / -2.97